No. 1
DFT (ωB97M-V/def2-TZVPD) results for a molecular structure, C53H57BrFKN8O4PS.

Properties
- HOMO-LUMO gap (eV) = 6.32
- total energy (eV) = -185209.393
- total charge = -1
- relative energy (zero: lowest compared OMol25 entry of this formula, charge and spin) (kcal per mole) = 0.00
- lowest unoccupied orbital energy (eV) = 2.150
- maximum force (Eh/bohr) = 0.0174

Cartesian coordinates (Å):
1 K -0.9236 0.2189 0.4418
2 C -4.6955 1.2231 0.7393
3 C -4.6803 2.2847 -0.3642
4 C -3.4168 2.4556 -1.1693
5 C -3.0847 1.5696 -2.1890
6 C -1.9358 1.7986 -2.9263
7 C -1.1453 2.8921 -2.6050
8 C -1.5489 3.7227 -1.5723
9 N -2.6694 3.5222 -0.8777
10 N -3.6947 1.3114 1.8117
11 C -3.4554 2.6939 2.1970
12 C -2.3218 2.9666 3.1617
13 C -1.7686 4.2484 3.1226
14 C -0.7201 4.5566 3.9554
15 C -0.2527 3.5814 4.8304
16 C -0.8684 2.3475 4.8071
17 N -1.8815 2.0338 3.9953
18 C -4.1582 0.5115 2.9432
19 C -4.1252 -0.9729 2.6802
20 C -5.2925 -1.6994 2.4724
21 C -5.2180 -3.0711 2.2921
22 C -3.9747 -3.6759 2.3260
23 C -2.8607 -2.8716 2.5217
24 N -2.9206 -1.5544 2.6933
25 H -4.6183 0.2353 0.2823
26 H -5.7068 1.2842 1.1845
27 H -4.9590 3.2598 0.0364
28 H -5.4800 1.9790 -1.0456
29 H -3.7127 0.7107 -2.3943
30 H -1.6505 1.1218 -3.7203
31 H -0.2203 3.0838 -3.1349
32 H -0.9510 4.5678 -1.2526
33 H -4.3722 3.1598 2.6132
34 H -3.2074 3.2522 1.2962
35 H -2.1187 4.9575 2.3836
36 H -0.2449 5.5274 3.9000
37 H 0.5797 3.7667 5.4967
38 H -0.5388 1.5561 5.4751
39 H -5.1851 0.8061 3.2251
40 H -3.4913 0.7060 3.7793
41 H -6.2433 -1.1815 2.4516
42 H -6.1142 -3.6535 2.1176
43 H -3.8549 -4.7413 2.1825
44 H -1.8677 -3.3067 2.5230
45 C 3.3059 5.8374 -2.2915
46 C 4.2693 4.7010 -1.9803
47 C 5.0044 4.2670 -3.2398
48 C 6.0112 3.1786 -2.9160
49 C 5.3283 2.0349 -2.2162
50 C 5.8427 0.7591 -2.2818
51 C 5.1952 -0.2865 -1.6376
52 F 5.7473 -1.5151 -1.7201
53 C 4.0340 -0.1013 -0.9438
54 C 3.4889 1.1859 -0.8670
55 C 2.2093 1.3604 -0.1256
56 O 1.6277 0.3590 0.2932
57 C 1.7847 2.7325 0.0216
58 C 2.4909 3.7013 -0.6167
59 N 3.5871 3.5326 -1.3906
60 C 4.1397 2.2555 -1.4944
61 C 0.5680 3.2408 0.8253
62 O 0.4275 4.4816 0.8545
63 O -0.1580 2.3735 1.3553
64 H 3.8446 6.6025 -2.8520
65 H 2.8972 6.3101 -1.4010
66 H 2.4755 5.4812 -2.9044
67 H 5.0155 5.0565 -1.2581
68 H 5.4981 5.1380 -3.6734
69 H 4.2722 3.9038 -3.9680
70 H 6.7978 3.5940 -2.2770
71 H 6.5010 2.8146 -3.8207
72 H 6.7512 0.5566 -2.8365
73 H 3.5328 -0.9271 -0.4599
74 H 2.1208 4.7069 -0.4850
75 Br -3.5360 -2.0521 -0.9649
76 C -3.0111 -2.1944 -2.7992
77 C -3.8994 -2.8010 -3.6382
78 C -3.5699 -2.9492 -5.0031
79 C -2.3744 -2.4849 -5.4653
80 C -1.4482 -1.8535 -4.5946
81 C -0.2100 -1.3768 -5.0872
82 C 0.6698 -0.7825 -4.2255
83 C 0.3429 -0.6401 -2.8572
84 C -0.8413 -1.0664 -2.2722
85 C -1.7387 -1.6888 -3.2037
86 H -4.8441 -3.1656 -3.2580
87 H -4.2723 -3.4330 -5.6709
88 H -2.1096 -2.5937 -6.5121
89 H 0.0201 -1.5013 -6.1400
90 H 1.6258 -0.4180 -4.5926
91 H 1.0926 -0.1406 -2.2400
92 C 1.1198 -6.2064 -0.6383
93 N 0.6681 -5.2045 -1.5947
94 C 1.8110 -4.3666 -1.9708
95 N 2.5098 -3.7708 -0.8333
96 C 2.8994 -4.8253 0.0911
97 N 1.7876 -5.6644 0.5442
98 C 0.8495 -4.8869 1.3648
99 P 0.0620 -3.4357 0.4863
100 C -0.4161 -4.3840 -1.0373
101 C 1.6682 -2.7707 -0.1638
102 H 1.8296 -6.8655 -1.1472
103 H 0.2611 -6.8022 -0.3177
104 H 1.4627 -3.5702 -2.6318
105 H 2.5234 -4.9946 -2.5141
106 H 3.3810 -4.3733 0.9609
107 H 3.6216 -5.4742 -0.4133
108 H 1.3853 -4.5110 2.2419
109 H 0.0687 -5.5612 1.7327
110 H -0.7411 -3.6624 -1.7862
111 H -1.2732 -5.0265 -0.8129
112 H 2.2277 -2.3318 0.6682
113 H 1.4357 -1.9676 -0.8612
114 O 3.1986 -1.3887 3.1118
115 S 2.3476 -0.1839 3.3774
116 C 2.0140 -0.1899 5.1736
117 C 0.7940 -1.0850 5.4671
118 C 0.3151 -1.6993 4.1441
119 C 0.6520 -0.6919 3.0591
120 H 1.8585 0.8467 5.4781
121 H 2.9426 -0.5451 5.6189
122 H -0.0044 -0.4804 5.9017
123 H 1.0419 -1.8567 6.1960
124 H -0.7557 -1.9037 4.1494
125 H 0.8465 -2.6318 3.9461
126 H 0.0212 0.2016 3.0963
127 H 0.6508 -1.1139 2.0586


No. 2
DFT (ωB97M-V/def2-TZVPD) results for a molecular structure, C53H57N5O5P2PtS.

Properties
- HOMO-LUMO gap (spin up / spin down) (eV) = 7.83 / 5.66
- total energy (eV) = -106221.448
- total charge = +2
- relative energy (zero: lowest compared OMol25 entry of this formula, charge and spin) (kcal per mole) = 0.00
- expectation value of S² = 6.0252
- 2S+1 = 5
- lowest unoccupied orbital energy (spin up / spin down) (eV) = -4.268 / -7.628
- maximum force (Eh/bohr) = 0.0090

Cartesian coordinates (Å):
1 Pt 0.1724 0.1109 -0.3936
2 N 0.5147 0.5555 1.9794
3 C 1.5329 -0.3897 2.4632
4 C 2.0641 -0.1572 3.8909
5 C 2.2762 1.2870 4.3801
6 C 3.6897 1.8454 4.1984
7 N 4.1905 1.7496 2.8302
8 C 3.6861 2.4273 1.8076
9 N 2.8469 3.4513 2.0207
10 N 4.0035 2.0769 0.5601
11 C 2.5943 -0.5732 1.3698
12 O 3.7779 -0.7348 1.6290
13 O 2.1424 -0.5812 0.1575
14 H 0.8535 1.5145 1.9605
15 H -0.3119 0.5267 2.5658
16 H 1.0395 -1.3644 2.4698
17 H 2.9898 -0.7288 3.9866
18 H 1.3513 -0.6319 4.5684
19 H 2.0712 1.3196 5.4516
20 H 1.5428 1.9613 3.9307
21 H 4.3916 1.2861 4.8145
22 H 3.7521 2.8796 4.5438
23 H 4.6086 0.8603 2.5805
24 H 2.8076 3.8790 2.9300
25 H 2.5260 4.0077 1.2425
26 H 4.4119 1.1590 0.4349
27 H 3.3760 2.3692 -0.1804
28 C -2.2626 0.5597 -3.1536
29 C -1.1146 -0.2952 -3.6956
30 P 0.4628 -0.3964 -2.7625
31 C 1.6937 0.6645 -3.5489
32 C 2.9584 0.6712 -2.9580
33 C 3.9749 1.4291 -3.5118
34 C 3.7340 2.1887 -4.6505
35 C 2.4781 2.1840 -5.2350
36 C 1.4556 1.4230 -4.6869
37 C 1.0799 -2.0725 -3.1014
38 C 0.7881 -2.6831 -4.3231
39 C 1.3161 -3.9276 -4.6250
40 C 2.1555 -4.5641 -3.7202
41 C 2.4693 -3.9495 -2.5174
42 C 1.9316 -2.7091 -2.2021
43 C -2.9819 -0.0566 -1.9464
44 P -2.3421 0.0871 -0.2344
45 C -3.1350 1.4582 0.6449
46 C -2.4006 2.2849 1.4856
47 C -3.0467 3.2075 2.2963
48 C -4.4280 3.3196 2.2533
49 C -5.1657 2.5064 1.4023
50 C -4.5246 1.5670 0.6115
51 C -3.0944 -1.3176 0.6435
52 C -4.0093 -2.1965 0.0696
53 C -4.5943 -3.1985 0.8344
54 C -4.2728 -3.3337 2.1740
55 C -3.3688 -2.4540 2.7595
56 C -2.7908 -1.4545 1.9991
57 H -3.0084 0.5956 -3.9506
58 H -1.9534 1.5832 -2.9699
59 H -0.8662 0.0345 -4.7054
60 H -1.4600 -1.3263 -3.8004
61 H 3.1461 0.0742 -2.0713
62 H 4.9610 1.4212 -3.0650
63 H 4.5287 2.7812 -5.0838
64 H 2.2879 2.7778 -6.1186
65 H 0.4784 1.4583 -5.1486
66 H 0.1620 -2.1907 -5.0564
67 H 1.0841 -4.3939 -5.5731
68 H 2.5755 -5.5314 -3.9619
69 H 3.1465 -4.4298 -1.8224
70 H 2.1869 -2.2370 -1.2630
71 H -3.0542 -1.1350 -2.1092
72 H -4.0072 0.3206 -1.9014
73 H -1.3194 2.2382 1.4734
74 H -2.4697 3.8528 2.9461
75 H -4.9334 4.0409 2.8817
76 H -6.2431 2.5933 1.3659
77 H -5.1172 0.9089 -0.0131
78 H -4.2945 -2.1172 -0.9695
79 H -5.3068 -3.8705 0.3750
80 H -4.7321 -4.1132 2.7671
81 H -3.1300 -2.5427 3.8116
82 H -2.1042 -0.7585 2.4689
83 C -0.4505 8.4314 1.4862
84 C -0.2568 7.0841 0.8523
85 C -1.3323 6.2273 0.6459
86 C -1.1659 4.9949 0.0276
87 C 0.0978 4.6116 -0.3822
88 C 1.1866 5.4673 -0.2222
89 C 1.0068 6.6854 0.4057
90 S 0.3758 3.0851 -1.2083
91 O 1.0052 3.3919 -2.4539
92 O -0.9072 2.3541 -1.2927
93 O 1.2355 2.2558 -0.2945
94 H -1.3553 8.4603 2.0908
95 H -0.5413 9.2001 0.7165
96 H 0.3969 8.6993 2.1160
97 H -2.3230 6.5324 0.9608
98 H -2.0103 4.3462 -0.1479
99 H 2.1545 5.2013 -0.6354
100 H 1.8493 7.3556 0.5255
101 N -0.2660 -2.1108 0.0702
102 C -0.3540 -3.3535 0.2028
103 C -1.3246 -4.1568 -0.5834
104 C -1.8505 -5.3245 -0.0393
105 C -2.8033 -6.0418 -0.7467
106 C -3.2185 -5.6056 -1.9973
107 C -2.6794 -4.4489 -2.5493
108 C -1.7384 -3.7239 -1.8405
109 C 0.5181 -4.0432 1.2060
110 C 1.4289 -5.0008 0.7720
111 C 2.2380 -5.6416 1.6967
112 C 2.1215 -5.3470 3.0494
113 C 1.1912 -4.4129 3.4824
114 C 0.3906 -3.7543 2.5598
115 H -1.5253 -5.6648 0.9354
116 H -3.2159 -6.9482 -0.3245
117 H -3.9510 -6.1775 -2.5516
118 H -2.9837 -4.1274 -3.5374
119 H -1.2812 -2.8427 -2.2691
120 H 1.4982 -5.2404 -0.2823
121 H 2.9535 -6.3811 1.3636
122 H 2.7469 -5.8593 3.7679
123 H 1.0805 -4.2077 4.5392
124 H -0.3659 -3.0510 2.8861


No. 3
DFT (ωB97M-V/def2-TZVPD) results for 2 unconnected molecules or ions with the total composition C53H62F2N3O2 at a distorted geometry.

Properties
- HOMO-LUMO gap (eV) = 5.21
- total energy (eV) = -69954.417
- total charge = +1
- lowest unoccupied orbital energy (eV) = -4.639
- maximum force (Eh/bohr) = 0.0667

Cartesian coordinates (Å):
1 C -1.0644 0.0576 -4.5202
2 C -1.6632 1.2663 -3.8064
3 C -0.6687 2.4261 -3.8350
4 C -2.8964 1.6768 -4.6248
5 C -2.1352 1.0171 -2.3517
6 C -2.7299 2.0885 -1.6722
7 C -3.5303 1.8292 -0.5633
8 C -3.8197 0.5147 -0.1967
9 C -3.1710 -0.5637 -0.7845
10 C -3.6185 -2.0222 -0.4951
11 C -2.5744 -2.7994 0.3049
12 C -3.9283 -2.7671 -1.7979
13 C -4.9026 -2.0421 0.3337
14 C -2.1024 -0.2220 -1.6596
15 N -0.8649 -0.9434 -1.5655
16 C 0.2046 -0.5490 -0.8039
17 C 0.1855 0.6643 -0.0141
18 C 1.5380 1.2967 -0.0167
19 C 2.1359 1.6064 -1.2640
20 C 3.4720 1.9431 -1.3596
21 C 4.2365 1.9691 -0.1764
22 N 5.6185 1.6415 -0.2936
23 O 6.2781 1.4396 0.7495
24 O 6.1048 1.5150 -1.4459
25 C 3.6269 1.9039 1.0874
26 C 2.2856 1.5433 1.1589
27 N 1.2165 -1.4715 -1.0313
28 C 2.5980 -1.5679 -0.5846
29 C 2.8383 -1.8211 0.7842
30 C 1.8543 -2.5839 1.7123
31 C 2.4917 -2.7931 3.0907
32 C 1.5053 -3.9630 1.1399
33 C 0.5988 -1.7840 1.9606
34 C 4.0899 -1.4540 1.2911
35 C 5.1756 -1.3508 0.4290
36 C 4.9771 -1.5957 -0.9243
37 C 3.6955 -1.5992 -1.4936
38 C 3.7000 -1.6844 -3.0602
39 C 5.0012 -1.0748 -3.6367
40 C 2.5618 -0.9242 -3.7165
41 C 3.6967 -3.1523 -3.5091
42 C 0.6564 -2.5219 -1.7687
43 C -0.5622 -2.1563 -2.1767
44 H -1.7617 -0.7906 -4.5399
45 H -0.8608 0.3431 -5.5663
46 H -0.1079 -0.2564 -4.0896
47 H -1.1523 3.3648 -3.5416
48 H 0.1624 2.2454 -3.1451
49 H -0.2559 2.5495 -4.8465
50 H -3.3583 2.5855 -4.2272
51 H -2.6145 1.8616 -5.6686
52 H -3.6444 0.8755 -4.6086
53 H -2.6117 3.1120 -2.0351
54 H -3.9890 2.6549 -0.0312
55 H -4.5710 0.3406 0.5715
56 H -2.3233 -2.2707 1.2340
57 H -2.9788 -3.7904 0.5698
58 H -1.6578 -2.9684 -0.2684
59 H -4.6823 -2.2191 -2.3757
60 H -3.0479 -2.9014 -2.4284
61 H -4.3300 -3.7628 -1.5639
62 H -5.7049 -1.4933 -0.1706
63 H -5.2386 -3.0786 0.4643
64 H -4.7373 -1.6237 1.3324
65 H -0.6797 1.2821 -0.3302
66 H 1.5239 1.5254 -2.1684
67 H 3.9658 2.1007 -2.3242
68 H 4.2358 2.0398 1.9842
69 H 1.8291 1.4356 2.1498
70 H 2.6737 -1.8264 3.5797
71 H 1.8074 -3.3661 3.7326
72 H 3.4355 -3.3482 3.0105
73 H 0.9746 -3.9063 0.1838
74 H 2.4244 -4.5452 0.9911
75 H 0.8642 -4.5046 1.8508
76 H 0.0449 -1.5771 1.0453
77 H -0.0934 -2.3286 2.6187
78 H 0.8663 -0.8257 2.4197
79 H 4.2583 -1.2775 2.3552
80 H 6.1795 -1.1640 0.8104
81 H 5.8651 -1.7212 -1.5438
82 H 5.8582 -1.7479 -3.4947
83 H 4.8951 -0.9332 -4.7228
84 H 5.2305 -0.0998 -3.1837
85 H 1.6043 -1.4247 -3.5660
86 H 2.5206 0.1027 -3.3329
87 H 2.7352 -0.8746 -4.8037
88 H 2.7823 -3.6765 -3.2137
89 H 3.7801 -3.2075 -4.6046
90 H 4.5530 -3.6850 -3.0755
91 H 1.2267 -3.3986 -1.9922
92 H -1.2342 -2.6291 -2.8616
93 C -5.2206 -0.9521 5.0976
94 C -4.1895 -0.3737 4.1962
95 C -2.9156 -0.9279 4.1029
96 F -2.6551 -2.0762 4.8185
97 C -1.8822 -0.3994 3.3598
98 C -2.0931 0.7306 2.5399
99 C -0.9690 1.3855 1.8844
100 C -0.7527 2.7559 2.2773
101 C -1.3900 3.2827 3.4560
102 C -0.9944 4.4781 4.0137
103 F -1.6421 4.8924 5.1552
104 C -0.0142 5.3027 3.4628
105 C 0.4028 6.5485 4.1586
106 C 0.4941 4.8794 2.2215
107 C 0.1147 3.6825 1.6282
108 C -3.4035 1.3022 2.6060
109 C -4.4031 0.7670 3.4023
110 H -6.2089 -0.9678 4.6170
111 H -4.9639 -1.9817 5.3808
112 H -5.3348 -0.3802 6.0342
113 H -0.8645 -0.7342 3.5532
114 H -0.0939 0.7360 1.6410
115 H -2.1493 2.6958 3.9762
116 H 1.2817 6.9657 3.6542
117 H -0.3788 7.3249 4.1543
118 H 0.6722 6.3728 5.2117
119 H 1.2196 5.5408 1.7309
120 H 0.5256 3.4416 0.6421
121 H -3.5819 2.2647 2.1094
122 H -5.3819 1.2557 3.4418


> What is the formula in the third record?

C53H62F2N3O2


> Which of these has the lowest total charge?

C53H57BrFKN8O4PS


> What is the formula in the first record?

C53H57BrFKN8O4PS